# 1
ORCA calculation (ωB97M-V/def2-TZVPD) on an isolated molecule of C23H24N4O3S at a distorted geometry.

## Properties
**SMILES**: Cc1cccc(N(CC(=O)NCc2ccccc2)C(=O)CCC(=O)Nc2nccs2)c1
**Relative energy (zero: lowest compared OMol25 entry of this formula, charge and spin)**: 0.000 eV
**E_LUMO**: 0.56 eV
**HOMO-LUMO gap**: 0.338 Ha
**Calculated total energy**: -47180.811 eV
**Strongest force on any atom**: 0.0219 Eh/bohr

```
! RIJCOSX wB97M-V def2-TZVPD def2/J DEFGRID3
* xyz 0 1
S -0.22568 3.54806 4.36175
O 1.69461 0.24835 -3.49964
O -0.71122 0.62661 0.47937
O 2.12224 -0.75262 0.82982
N 2.23262 0.96125 -1.41735
N -0.14988 0.98651 4.63919
N -0.51405 1.71175 2.41010
N 1.05912 -1.75342 -0.87381
C -0.17186 -0.72687 2.38739
C -1.47156 4.00316 0.00881
C 0.91768 3.75377 0.04747
C -2.29260 -2.14799 -2.38062
C -1.12159 -5.71889 -2.83679
C -0.49150 0.55363 1.66767
C -2.26723 -3.48836 -2.72229
C 1.97985 0.02173 -2.34152
C 2.13255 -1.40641 -1.79328
C 0.05071 -1.83261 1.35662
C -1.53076 3.20637 -1.12285
C 2.11519 2.37843 -1.69245
C 0.86338 2.96296 -1.09100
C -0.37077 2.68927 -1.66837
C 1.15714 -1.38480 0.41717
C -0.30014 1.89391 3.74114
C -0.24490 4.27424 0.59690
C -0.06565 -3.68472 -1.81606
C 0.03757 1.52417 5.87005
C -0.09256 -2.34077 -1.47108
C -1.15429 -4.27342 -2.44397
C 0.02802 2.87660 5.93163
C -1.20535 -1.56213 -1.75650
H -0.97910 -0.97062 3.07854
H 2.37297 0.66298 -0.45706
H 0.37301 -2.74819 1.85663
H 0.17687 0.85968 6.70265
H -0.83891 -5.81130 -3.88574
H -0.41127 2.06674 -2.54959
H -1.21066 -0.52139 -1.47418
H 0.15065 3.51487 6.78172
H -0.64994 2.55434 1.84822
H 0.73285 -0.57188 2.97719
H 0.81308 -4.27230 -1.59030
H -3.11987 -3.93433 -3.21367
H -0.39722 -6.26889 -2.24123
H 3.00083 2.88680 -1.29841
H -2.10120 -6.17531 -2.71367
H -3.16387 -1.55187 -2.60698
H -0.19028 4.90477 1.47489
H -2.48487 2.98936 -1.57911
H -0.86340 -2.03456 0.80139
H 2.11204 -2.10377 -2.63219
H -2.37681 4.41210 0.43462
H 1.87174 3.96918 0.50814
H 3.08332 -1.48485 -1.25786
H 2.09098 2.48067 -2.78149
*
```

---

# 2
ORCA calculation (ωB97M-V/def2-TZVPD) on a structure of composition C23H24N6PtS2Sb.

## Properties
**Relative energy (zero: lowest compared OMol25 entry of this formula, charge and spin)**: 0.364 eV
**E_LUMO (alpha / beta)**: -2.57 / -3.78 eV
**HOMO-LUMO gap (alpha / beta)**: 0.264 / 0.249 Ha
**Calculated total energy**: -64630.150 eV
**Strongest force on any atom**: 0.0119 Eh/bohr

```
! RIJCOSX wB97M-V def2-TZVPD def2/J DEFGRID3
* xyz 1 3
Pt 0.36125 0.06437 0.00839
Sb 2.23654 3.08350 -0.12377
S -0.48612 -2.51402 0.70808
S -2.66363 3.20732 0.18753
N -2.95113 -1.90844 -0.41329
N -2.73240 -3.95082 0.22444
N 2.53710 -0.04635 0.02687
N 0.49752 1.39323 -1.84030
N -1.68899 0.61191 -0.11828
N 0.36079 1.55700 1.71146
C 0.89757 2.67052 -1.71467
C -0.73478 1.97550 -3.77472
C -0.28592 1.02791 -2.86040
C -0.44169 1.40255 2.77602
C 2.60105 -2.50014 0.03653
C -4.01948 -3.81763 -0.27767
C -4.15668 -2.53394 -0.66489
C -0.47124 3.77337 3.17694
C 0.80335 2.80160 1.40539
C -0.87677 2.50713 3.50906
C -0.35914 3.29361 -3.63890
C -2.09132 -2.76539 0.15562
C 4.55194 1.24096 0.04682
C -0.64764 -0.41757 -3.02232
C -2.13353 -5.16005 0.78011
C 0.49418 3.64955 -2.60071
C -0.86562 0.04227 3.22564
C 5.31722 0.08413 0.11065
C 4.66684 -1.12168 0.10454
C 3.27390 -1.17029 0.05564
C 3.17261 1.16146 0.00184
C 0.41796 3.91622 2.11779
C -2.12297 1.70947 0.00770
H -0.38181 -1.02971 -2.15778
H 3.32406 -3.27432 -0.21268
H -2.81840 -5.98656 0.61298
H 6.39735 0.13178 0.14982
H 2.17581 -2.73665 1.01347
H -4.98807 -2.01935 -1.10952
H -1.53794 2.33705 4.34852
H -4.69884 -4.64879 -0.31777
H 1.78158 -2.53812 -0.67705
H -0.12478 -0.82838 -3.88905
H -0.81822 4.63152 3.73633
H 5.21530 -2.05281 0.13321
H -2.73364 -0.90171 -0.43396
H 5.03528 2.20915 0.02727
H -0.59139 -0.07597 4.27569
H -0.42070 -0.76212 2.65390
H 0.79939 4.89265 1.84829
H 0.82735 4.67221 -2.48459
H -1.71644 -0.53781 -3.19449
H -0.71683 4.03668 -4.33925
H -1.95438 -5.02814 1.84466
H -1.37873 1.66135 -4.58542
H -1.18765 -5.35195 0.27955
H -1.94916 -0.06727 3.15073
*
```

---

# 3
ORCA calculation (ωB97M-V/def2-TZVPD) on a structure of composition C23H25CaN4O2S.

## Properties
**Relative energy (zero: lowest compared OMol25 entry of this formula, charge and spin)**: 0.021 eV
**E_LUMO**: 2.68 eV
**HOMO-LUMO gap**: 0.258 Ha
**Calculated total energy**: -63592.304 eV
**Strongest force on any atom**: 0.0121 Eh/bohr

```
! RIJCOSX wB97M-V def2-TZVPD def2/J DEFGRID3
* xyz -1 1
Ca -0.74016 0.05212 0.48735
S -2.85331 0.56370 -1.58371
O 0.68895 1.90366 0.37197
O -0.55358 -0.90424 2.35090
N -0.41919 -2.22429 -0.56935
N 1.56549 -0.47989 -0.12746
N -2.68127 1.59144 0.86644
N 2.50847 0.49200 0.02539
C 1.91559 1.66868 0.22504
C -3.29586 1.68653 -0.32897
C 4.24768 2.67271 0.28920
C 2.86449 2.83821 0.28873
C -4.57391 3.56040 0.49471
C 2.33352 4.12097 0.34828
C 3.28678 -2.20046 0.22033
C 1.15220 -1.92375 3.65758
C -0.31519 -1.47483 3.57710
C 5.08416 3.77628 0.34696
C 1.01645 -4.06131 -0.09874
C -1.42673 -3.06934 -0.72713
C 3.17122 5.22695 0.39870
C -3.92347 3.44387 1.72506
C 0.79908 -2.69401 -0.25568
C -0.59675 -0.45944 4.69238
C 1.90059 -1.71117 -0.06488
C -4.26497 2.69451 -0.52589
C -1.22293 -2.69962 3.76493
C 4.54788 5.05765 0.39976
C -2.98288 2.44241 1.84769
C -1.29290 -4.44413 -0.58250
C -0.04328 -4.93938 -0.25834
H 1.41506 -2.34960 4.63213
H -5.32028 4.33163 0.33940
H -2.43514 2.29639 2.77326
H 1.33726 -2.67989 2.88893
H 0.11332 -6.00301 -0.12543
H -4.13142 4.10595 2.55402
H -2.26746 -2.39233 3.67892
H -1.01759 -3.42430 2.97234
H 2.00079 -4.42636 0.15703
H 0.04363 0.41487 4.55541
H 6.15871 3.63750 0.35158
H -1.63651 -0.13021 4.62583
H -0.42288 -0.86854 5.69341
H -2.37765 -2.61110 -0.98123
H 1.25708 4.22819 0.35564
H -4.74869 2.76461 -1.49031
H 5.20265 5.91990 0.44285
H -2.14938 -5.09108 -0.71154
H -1.07983 -3.19009 4.73408
H 3.64815 -2.86620 -0.56771
H 2.74826 6.22348 0.43968
H 3.31375 -2.75453 1.16253
H 3.95133 -1.34460 0.29878
H 1.80380 -1.07040 3.45668
H 4.64508 1.66849 0.24271
*
```

---

# 4
ORCA calculation (ωB97M-V/def2-TZVPD) on a structure of composition C23H25CdClN7O5S.

## Properties
**Relative energy (zero: lowest compared OMol25 entry of this formula, charge and spin)**: 0.701 eV
**E_LUMO**: 2.45 eV
**HOMO-LUMO gap**: 0.262 Ha
**Calculated total energy**: -72849.896 eV
**Strongest force on any atom**: 0.0179 Eh/bohr

```
! RIJCOSX wB97M-V def2-TZVPD def2/J DEFGRID3
* xyz -1 1
Cd 1.29069 -0.92792 0.24070
Cl 1.60734 -3.87921 1.27550
S 3.35527 -2.92137 -1.65926
O -2.36256 -2.95414 1.24194
O -0.68227 -2.23615 -0.09169
O -1.68896 0.48476 5.12044
O 1.24865 1.57394 0.09926
O 0.55951 3.30352 1.38191
N 1.32805 -0.54788 -2.14189
N -1.39227 0.49533 -1.72302
N 1.24778 -2.68772 -4.94378
N 1.52605 -1.49920 -3.12149
N -2.77697 2.49580 -1.26453
N -0.55814 0.02357 1.22827
N 2.14605 -3.26964 -4.07677
C -2.08304 1.40720 -1.56860
C 3.57648 -2.18340 2.00970
C -2.17364 3.50359 -0.37767
C 4.19303 -4.52831 1.65860
C -1.33932 0.31232 3.81343
C -4.64356 3.86387 0.03728
C -0.63314 1.33741 3.19203
C -1.66600 -0.84920 3.11857
C 2.34593 -2.58882 -2.93161
C -0.24362 1.13526 1.88212
C 0.88743 -1.60600 -4.33699
C -1.45911 -2.18412 0.91378
C -4.61330 4.08337 -1.47389
C 4.93151 -1.93959 2.27019
C 2.56241 -1.11244 2.04826
C 3.25360 -3.51243 1.69914
C -0.06542 -0.59239 -4.84841
C 5.52272 -4.24995 1.94108
C 5.88756 -2.94281 2.23626
C -3.22727 3.99326 0.62127
C 0.61736 2.11003 1.05705
C -1.24564 -0.95122 1.80781
C -3.85993 2.93318 -2.14809
H -1.31483 3.06084 0.12404
H -5.03548 2.86337 0.23548
H 2.99185 -0.15307 2.32984
H -2.14936 -0.30750 5.41816
H -4.12545 5.03710 -1.69312
H -3.15672 3.42452 1.54888
H -0.37097 2.24770 3.71300
H 2.52358 -4.17933 -4.26776
H 1.75420 0.34991 -2.34788
H 6.26031 -5.04259 1.92117
H 1.76302 -1.36629 2.75191
H -4.52830 2.08508 -2.30350
H -5.31377 4.57712 0.51927
H -5.62090 4.13186 -1.88830
H -0.89462 -0.45995 -4.15077
H 3.87630 -5.53002 1.39771
H -1.79731 4.33339 -0.98373
H 0.42719 0.37439 -4.96592
H -0.44070 -0.92476 -5.81275
H -3.01238 5.03654 0.86195
H 5.22692 -0.92325 2.50489
H 0.32134 -0.39061 -1.99915
H -3.47100 3.23878 -3.12532
H 6.92278 -2.70520 2.45273
H -2.20891 -1.67052 3.57228
*
```